Record 1
This record from the OMol25 dataset describes a 13-piece molecular cluster, C39H91N13O13 overall in a non-equilibrium geometry. The level of theory is ωB97M-V/def2-TZVPD.

Last columns: bonded neighbours and bond lengths (Å).
CARTESIAN COORDINATES (ANGSTROEM)
1 C 2.2944 3.9402 4.5723  O2 1.241, N3 1.344, H6 1.101
2 O 1.9701 4.7847 3.7231  C1 1.241
3 N 1.7325 2.7251 4.6939  C1 1.344, C4 1.460, C5 1.489
4 C 2.2467 1.7696 5.6714  N3 1.460, H7 1.090, H8 1.090, H9 1.090
5 C 0.4773 2.3975 3.9620  N3 1.489, H10 1.090, H11 1.090, H12 1.090
6 H 3.1156 4.1046 5.2870  C1 1.101
7 H 1.4949 1.6793 6.4554  C4 1.090
8 H 3.1933 2.0602 6.1270  C4 1.090
9 H 2.3624 0.7796 5.2302  C4 1.090
10 H 0.6561 1.4622 3.4316  C5 1.090
11 H -0.3350 2.2032 4.6622  C5 1.090
12 H 0.1285 3.1470 3.2516  C5 1.090
13 C 5.6268 2.2504 2.3329  O14 1.255, N15 1.321, H18 1.101
14 O 5.5389 1.1096 2.8485  C13 1.255
15 N 4.6136 2.9230 1.8160  C13 1.321, C16 1.434, C17 1.443
16 C 4.7431 4.2357 1.2527  N15 1.434, H19 1.090, H20 1.090, H21 1.090
17 C 3.2931 2.3406 1.8126  N15 1.443, H22 1.090, H23 1.090, H24 1.090
18 H 6.5592 2.8114 2.1650  C13 1.101
19 H 4.0767 4.9435 1.7458  C16 1.090
20 H 4.3367 4.4068 0.2559  C16 1.090
21 H 5.7752 4.5861 1.2525  C16 1.090
22 H 3.0652 1.8275 2.7469  C17 1.090
23 H 2.4813 3.0319 1.5862  C17 1.090
24 H 3.2065 1.6752 0.9537  C17 1.090
25 C -2.6171 4.8938 -5.3616  O26 1.244, N27 1.377, H30 1.101
26 O -3.1383 4.1790 -6.2361  C25 1.244
27 N -1.5171 4.5216 -4.6213  C25 1.377, C28 1.464, C29 1.451
28 C -0.7474 5.3741 -3.7133  N27 1.464, H31 1.090, H32 1.090, H33 1.090
29 C -0.8921 3.2498 -4.9315  N27 1.451, H34 1.090, H35 1.090, H36 1.090
30 H -2.8936 5.9238 -5.0881  C25 1.101
31 H -0.0834 5.9352 -4.3709  C28 1.090
32 H -0.3130 4.8168 -2.8833  C28 1.090
33 H -1.3012 6.1337 -3.1615  C28 1.090
34 H 0.1016 3.1998 -5.3766  C29 1.090
35 H -0.5359 2.8030 -4.0033  C29 1.090
36 H -1.5380 2.6134 -5.5364  C29 1.090
37 C -4.6129 -1.4221 -4.3854  O38 1.224, N39 1.405, H42 1.101
38 O -5.6854 -0.9256 -4.0666  C37 1.224
39 N -3.4209 -0.6797 -4.3280  C37 1.405, C40 1.464, C41 1.486
40 C -2.1413 -1.3896 -4.2967  N39 1.464, H43 1.090, H44 1.090, H45 1.090
41 C -3.4467 0.7936 -4.1369  N39 1.486, H46 1.090, H47 1.090, H48 1.090
42 H -4.4970 -2.4962 -4.5980  C37 1.101
43 H -1.2809 -0.7877 -4.5893  C40 1.090
44 H -2.1279 -2.2890 -4.9122  C40 1.090
45 H -1.9954 -1.6899 -3.2591  C40 1.090
46 H -4.4525 1.1898 -3.9971  C41 1.090
47 H -2.8332 0.9144 -3.2441  C41 1.090
48 H -3.0002 1.4534 -4.8808  C41 1.090
49 C -1.3180 0.5464 -0.6708  O50 1.208, N51 1.347, H54 1.101
50 O -2.1481 -0.2107 -0.2283  C49 1.208
51 N -0.0072 0.3684 -0.4159  C49 1.347, C52 1.485, C53 1.477
52 C 0.5970 -0.7196 0.3947  N51 1.485, H55 1.090, H56 1.090, H57 1.090
53 C 0.9458 1.2943 -1.0616  N51 1.477, H58 1.090, H59 1.090, H60 1.090
54 H -1.5180 1.4031 -1.3328  C49 1.101
55 H 1.2260 -0.3089 1.1845  C52 1.090
56 H 1.2079 -1.3384 -0.2625  C52 1.090
57 H -0.0643 -1.3053 1.0333  C52 1.090
58 H 0.5659 1.6395 -2.0232  C53 1.090
59 H 1.0672 2.0907 -0.3274  C53 1.090
60 H 1.8443 0.6936 -1.2027  C53 1.090
61 C -6.0852 0.5418 -0.2823  O62 1.241, N63 1.356, H66 1.101
62 O -6.3039 1.7272 0.0132  C61 1.241
63 N -7.0462 -0.4060 -0.4177  C61 1.356, C64 1.537, C65 1.454
64 C -6.7322 -1.8301 -0.9028  N63 1.537, H67 1.090, H68 1.090, H69 1.090
65 C -8.4628 -0.2140 -0.1509  N63 1.454, H70 1.090, H71 1.090, H72 1.090
66 H -5.0797 0.1614 -0.5201  C61 1.101
67 H -6.6712 -2.4309 0.0046  C64 1.090
68 H -5.7111 -1.8114 -1.2835  C64 1.090
69 H -7.3422 -2.3119 -1.6669  C64 1.090
70 H -8.8204 -1.0418 0.4616  C65 1.090
71 H -8.6444 0.6611 0.4730  C65 1.090
72 H -9.0385 -0.1817 -1.0759  C65 1.090
73 C 5.8842 0.4682 -3.4193  O74 1.201, N75 1.341, H78 1.101
74 O 6.2857 -0.5647 -3.8833  C73 1.201
75 N 5.3269 0.5962 -2.2064  C73 1.341, C76 1.445, C77 1.488
76 C 5.0845 1.9350 -1.7196  N75 1.445, H79 1.090, H80 1.090, H81 1.090
77 C 5.0664 -0.4770 -1.2090  N75 1.488, H82 1.090, H83 1.090, H84 1.090
78 H 6.0117 1.4847 -3.8225  C73 1.101
79 H 4.0450 1.8683 -1.3984  C76 1.090
80 H 5.1658 2.5449 -2.6194  C76 1.090
81 H 5.7207 2.1743 -0.8675  C76 1.090
82 H 5.7655 -0.3742 -0.3791  C77 1.090
83 H 4.0628 -0.3702 -0.7973  C77 1.090
84 H 5.2037 -1.4616 -1.6561  C77 1.090
85 C -4.0202 4.1921 -1.4496  O86 1.235, N87 1.385, H90 1.101
86 O -3.8856 5.0094 -2.3659  C85 1.235
87 N -3.1477 3.9950 -0.3928  C85 1.385, C88 1.493, C89 1.511
88 C -3.6712 3.1959 0.7546  N87 1.493, H91 1.090, H92 1.090, H93 1.090
89 C -1.8667 4.7820 -0.2378  N87 1.511, H94 1.090, H95 1.090, H96 1.090
90 H -4.8881 3.5353 -1.2840  C85 1.101
91 H -4.1665 2.3261 0.3231  C88 1.090
92 H -4.5052 3.7056 1.2371  C88 1.090
93 H -2.9533 2.8165 1.4817  C88 1.090
94 H -1.0220 4.1503 0.0369  C89 1.090
95 H -1.7160 5.3354 -1.1647  C89 1.090
96 H -2.0924 5.5975 0.4493  C89 1.090
97 C 0.2940 -4.5141 2.8971  O98 1.264, N99 1.354, H102 1.101
98 O 0.2859 -4.0940 1.7054  C97 1.264
99 N 0.7655 -5.7450 3.2073  C97 1.354, C100 1.515, C101 1.438
100 C 0.9596 -6.8305 2.1680  N99 1.515, H103 1.090, H104 1.090, H105 1.090
101 C 1.0673 -6.2753 4.5098  N99 1.438, H106 1.090, H107 1.090, H108 1.090
102 H 0.1451 -3.8302 3.7470  C97 1.101
103 H 0.2262 -7.6288 2.2816  C100 1.090
104 H 1.8986 -7.3723 2.2812  C100 1.090
105 H 0.6543 -6.4477 1.1942  C100 1.090
106 H 1.6091 -5.5344 5.0977  C101 1.090
107 H 0.1584 -6.4787 5.0760  C101 1.090
108 H 1.7623 -7.1073 4.3966  C101 1.090
109 C 2.3631 0.2750 -5.0051  O110 1.253, N111 1.408, H114 1.101
110 O 1.5030 1.0726 -4.5655  C109 1.253
111 N 2.4129 -1.0934 -4.6791  C109 1.408, C112 1.459, C113 1.461
112 C 3.5556 -1.9039 -5.0865  N111 1.459, H115 1.090, H116 1.090, H117 1.090
113 C 1.4448 -1.8431 -3.8819  N111 1.461, H118 1.090, H119 1.090, H120 1.090
114 H 3.3033 0.5777 -5.4916  C109 1.101
115 H 3.4074 -2.8863 -5.5348  C112 1.090
116 H 4.2102 -2.0984 -4.2369  C112 1.090
117 H 4.1544 -1.4004 -5.8454  C112 1.090
118 H 1.7892 -1.8375 -2.8478  C113 1.090
119 H 0.5706 -1.1926 -3.8542  C113 1.090
120 H 1.3469 -2.8940 -4.1543  C113 1.090
121 C 5.1157 -2.7056 3.1013  O122 1.192, N123 1.359, H126 1.101
122 O 5.5126 -3.7873 3.4057  C121 1.192
123 N 3.9407 -2.2326 3.5940  C121 1.359, C124 1.423, C125 1.455
124 C 3.2316 -2.9280 4.6124  N123 1.423, H127 1.090, H128 1.090, H129 1.090
125 C 3.3836 -0.9440 3.2098  N123 1.455, H130 1.090, H131 1.090, H132 1.090
126 H 5.6536 -2.0772 2.3747  C121 1.101
127 H 3.2154 -3.9904 4.3694  C124 1.090
128 H 2.1741 -2.6765 4.6947  C124 1.090
129 H 3.6073 -2.9161 5.6355  C124 1.090
130 H 2.3075 -0.9647 3.0376  C125 1.090
131 H 3.6093 -0.2933 4.0547  C125 1.090
132 H 3.6955 -0.5496 2.2427  C125 1.090
133 C -2.5078 -3.5587 -0.3331  O134 1.216, N135 1.327, H138 1.101
134 O -3.7233 -3.5687 -0.3106  C133 1.216
135 N -1.7651 -4.3707 -1.0753  C133 1.327, C136 1.487, C137 1.520
136 C -0.3090 -4.1774 -1.3042  N135 1.487, H139 1.090, H140 1.090, H141 1.090
137 C -2.3643 -5.3479 -2.0729  N135 1.520, H142 1.090, H143 1.090, H144 1.090
138 H -1.8673 -2.8129 0.1626  C133 1.101
139 H -0.0760 -3.6026 -2.2005  C136 1.090
140 H 0.1339 -5.1696 -1.3913  C136 1.090
141 H 0.1630 -3.6399 -0.4818  C136 1.090
142 H -2.0071 -6.3606 -1.8856  C137 1.090
143 H -3.4114 -5.4371 -1.7838  C137 1.090
144 H -2.2834 -4.9994 -3.1025  C137 1.090
145 C -1.0594 -1.0195 5.0135  O146 1.265, N147 1.370, H150 1.101
146 O -0.1335 -1.6688 4.4468  C145 1.265
147 N -1.9768 -0.1658 4.4605  C145 1.370, C148 1.485, C149 1.454
148 C -2.9933 0.4881 5.3234  N147 1.485, H151 1.090, H152 1.090, H153 1.090
149 C -1.9341 0.1472 3.0409  N147 1.454, H154 1.090, H155 1.090, H156 1.090
150 H -1.2261 -1.2162 6.0839  C145 1.101
151 H -3.9747 0.3835 4.8609  C148 1.090
152 H -2.8053 1.5421 5.5279  C148 1.090
153 H -3.1384 0.0464 6.3093  C148 1.090
154 H -2.9412 0.4216 2.7272  C149 1.090
155 H -1.2897 0.9903 2.7920  C149 1.090
156 H -1.6761 -0.7474 2.4741  C149 1.090

The HOMO-LUMO gap (alpha / beta) comes out at 1.594 / 8.704 eV. The expectation value of S² is 0.751. The value obtained for the energy above the lowest of the compared OMol25 structures with the same formula, charge and spin is 209.3 kcal per mole. As for the total energy: -3230.40991 Eh. The multiplicity is 2. The total charge is -1. For the largest force on an atom, the calculation gives 3.902 eV Å⁻¹.


Record 2
This record from the OMol25 dataset describes an isolated ion of composition C6H9ClNS and charge +1 in a non-equilibrium geometry. The level of theory is ωB97M-V/def2-TZVPD.

Last columns: bonded neighbours and bond lengths (Å).
CARTESIAN COORDINATES (ANGSTROEM)
1 N -1.8132 -1.5839 -0.0908  C2 1.445, H10 1.086, H11 1.075, H12 1.083
2 C -1.5876 -0.1787 0.1563  N1 1.445, C3 1.350, H13 1.178
3 C -0.4391 0.4536 -0.1655  C2 1.350, C4 1.393, H14 1.147
4 C -0.0728 1.7782 0.0638  C3 1.393, C5 1.372, H15 1.116
5 C 1.2598 2.0962 0.1432  C4 1.372, C6 1.460, H16 1.146
6 C 2.4068 1.2090 -0.0274  C5 1.460, C7 1.325, H17 1.172
7 C 2.6846 -0.0190 0.3849  C6 1.325, S8 1.733, Cl9 1.742
8 S 4.2932 -0.5072 -0.0361  C7 1.733, H18 1.343
9 Cl 1.7277 -1.1587 1.2910  C7 1.742
10 H -2.4633 -1.9188 -0.8931  N1 1.086
11 H -1.9793 -2.3210 0.6738  N1 1.075
12 H -0.8452 -2.0277 -0.2876  N1 1.083
13 H -2.5106 0.4279 0.5659  C2 1.178
14 H 0.3766 -0.1736 -0.6724  C3 1.147
15 H -0.7609 2.5816 0.4206  C4 1.116
16 H 1.5614 3.1675 0.4185  C5 1.146
17 H 3.3004 1.8699 -0.3988  C6 1.172
18 H 4.1893 -1.7111 0.5505  S8 1.343

The HOMO-LUMO gap comes out at 7.827 eV. The value obtained for the energy above the lowest of the compared OMol25 structures with the same formula, charge and spin is 4.0 kcal per mole. As for the total energy: -1146.80002 Eh. The total charge is +1. For the largest force on an atom, the calculation gives 4.958 eV Å⁻¹.